C6H10O as an isolated structure. Source: OMol25; level of theory: the ωB97M-V functional and the def2-TZVPD basis.

```
! wB97M-V def2-TZVPD RIJCOSX def2/J DEFGRID3
* xyz 0 1
C 1.722 -0.474 -0.502
C 0.378 0.280 0.808
C -0.126 1.568 0.335
C -1.291 1.272 -0.467
C -1.629 -0.034 -0.408
C -0.782 -0.706 0.649
O -0.465 -2.062 0.458
H 1.391 -0.588 -1.538
H 2.660 0.084 -0.445
H 1.812 -1.444 -0.013
H 1.062 0.198 1.646
H 0.872 0.710 -0.281
H 0.330 2.525 0.539
H -1.813 2.027 -1.047
H -2.486 -0.514 -0.866
H -1.296 -0.660 1.625
H -0.340 -2.182 -0.493
*
```

Calculated values
**Total energy**: -8426.2533 eV
**E_HOMO**: -0.2455 Eh

Löwdin atomic charge list, values in e, 6 entries: -0.02, -0.17, -0.17, -0.12, -0.07, -0.38

***

A 10-piece molecular cluster, C45H109N5O15 overall. Source: OMol25; level of theory: the ωB97M-V functional and the def2-TZVPD basis.

```
! wB97M-V def2-TZVPD RIJCOSX def2/J DEFGRID3
* xyz 0 1
C -28.036 -21.419 2.302
C -27.973 -21.926 3.845
C -28.330 -23.445 3.831
C -26.479 -21.941 4.222
C -25.748 -20.607 4.666
C -26.624 -20.066 5.737
C -28.236 -19.864 5.383
C -28.704 -19.647 6.715
C -28.562 -18.622 4.473
N -28.681 -21.159 4.921
O -30.073 -21.304 4.724
H -27.477 -20.506 2.098
H -27.885 -22.266 1.633
H -29.090 -21.175 2.168
H -28.611 -23.695 4.855
H -29.129 -23.670 3.124
H -27.450 -24.034 3.571
H -26.240 -22.741 4.923
H -25.931 -22.191 3.314
H -24.742 -20.738 5.064
H -25.839 -19.916 3.828
H -26.336 -19.087 6.119
H -26.563 -20.559 6.707
H -28.458 -20.351 7.510
H -29.792 -19.584 6.739
H -28.278 -18.785 7.228
H -28.738 -17.763 5.120
H -29.351 -18.835 3.750
H -27.750 -18.281 3.831
H -30.263 -20.654 4.044
C -24.736 -26.568 10.223
C -25.354 -26.958 8.923
C -26.421 -28.027 9.160
C -26.145 -25.747 8.246
C -25.330 -24.644 7.431
C -24.491 -25.488 6.417
C -23.510 -26.519 7.176
C -22.907 -27.374 6.057
C -22.459 -25.639 7.986
N -24.309 -27.382 7.988
O -23.623 -28.505 8.452
H -23.975 -25.791 10.162
H -25.461 -26.037 10.840
H -24.481 -27.486 10.754
H -26.710 -28.410 8.182
H -25.932 -28.840 9.697
H -27.326 -27.656 9.642
H -27.004 -26.070 7.657
H -26.624 -25.200 9.058
H -25.899 -23.976 6.785
H -24.874 -24.083 8.246
H -23.790 -24.895 5.831
H -25.157 -26.140 5.851
H -22.005 -27.859 6.429
H -22.698 -26.773 5.172
H -23.661 -28.088 5.722
H -22.970 -24.812 8.479
H -21.718 -25.133 7.367
H -21.845 -26.120 8.747
H -24.010 -29.164 7.870
C -17.697 -26.870 3.523
C -18.587 -27.815 2.832
C -19.979 -27.289 2.974
C -18.263 -27.863 1.271
C -16.941 -28.564 0.955
C -16.763 -29.970 1.612
C -17.136 -29.893 3.145
C -17.362 -31.393 3.235
C -15.879 -29.549 3.994
N -18.370 -29.223 3.360
O -18.871 -29.419 4.602
H -16.621 -26.958 3.370
H -17.856 -25.887 3.080
H -17.804 -26.752 4.601
H -20.352 -27.483 3.980
H -19.975 -26.202 3.056
H -20.787 -27.706 2.373
H -18.946 -28.426 0.634
H -18.237 -26.846 0.879
H -16.975 -28.663 -0.130
H -16.081 -27.913 1.109
H -15.716 -30.259 1.524
H -17.416 -30.579 0.987
H -16.431 -31.957 3.300
H -18.084 -31.898 2.593
H -17.736 -31.503 4.253
H -15.268 -28.776 3.528
H -15.210 -30.402 4.110
H -16.010 -29.296 5.046
H -19.209 -30.318 4.620
C -29.366 -27.496 6.057
O -30.473 -27.715 5.182
C -30.591 -26.761 4.194
C -31.565 -25.484 4.494
C -33.080 -25.990 4.702
N -31.677 -24.634 3.286
H -29.475 -26.729 6.824
H -28.383 -27.263 5.646
H -29.357 -28.442 6.597
H -29.616 -26.435 3.834
H -30.881 -27.403 3.363
H -31.369 -24.929 5.412
H -33.924 -25.301 4.701
H -33.129 -26.529 5.649
H -33.409 -26.845 4.112
H -32.673 -24.681 3.128
H -31.416 -23.658 3.300
C -20.459 -19.178 10.585
O -20.398 -19.819 9.333
C -21.381 -19.359 8.412
C -22.858 -19.814 8.603
C -23.056 -21.317 8.393
N -23.709 -19.183 7.538
H -21.404 -19.354 11.098
H -20.404 -18.090 10.546
H -19.700 -19.508 11.294
H -21.297 -18.277 8.302
H -21.050 -19.795 7.470
H -23.156 -19.554 9.618
H -24.099 -21.470 8.117
H -22.680 -21.639 9.365
H -22.549 -21.596 7.470
H -23.722 -18.173 7.538
H -23.904 -19.619 6.648
O -27.494 -30.846 2.249
C -26.332 -30.090 2.073
C -25.830 -29.419 3.337
O -25.548 -30.370 4.331
H -27.545 -31.282 3.103
H -25.601 -30.856 1.814
H -26.214 -29.570 1.123
H -26.528 -28.694 3.755
H -24.817 -29.044 3.195
H -26.355 -30.882 4.418
O -23.089 -27.000 1.177
C -23.692 -26.222 2.272
C -24.869 -25.442 1.620
O -25.839 -26.235 1.073
H -23.752 -27.063 0.486
H -23.986 -26.873 3.095
H -22.944 -25.508 2.617
H -24.504 -24.615 1.011
H -25.423 -24.928 2.406
H -26.729 -25.881 1.141
O -22.893 -32.585 5.581
C -22.676 -31.182 5.478
C -22.290 -30.392 4.247
O -21.156 -31.174 3.721
H -22.174 -33.073 5.172
H -23.577 -30.726 5.889
H -21.928 -30.895 6.218
H -22.137 -29.350 4.529
H -23.179 -30.480 3.623
H -20.888 -30.735 2.910
O -26.367 -27.695 13.803
C -27.536 -27.070 13.198
C -28.792 -27.670 13.852
O -29.076 -28.961 13.644
H -26.481 -28.643 13.704
H -27.420 -25.987 13.159
H -27.497 -27.422 12.167
H -29.634 -27.106 13.450
H -28.743 -27.443 14.917
H -28.650 -29.516 14.301
O -20.353 -21.975 2.225
C -20.996 -23.186 2.815
C -22.242 -23.048 3.637
O -23.313 -22.840 2.804
H -21.049 -21.371 1.957
H -21.279 -23.813 1.970
H -20.333 -23.906 3.295
H -22.325 -22.312 4.436
H -22.388 -24.014 4.120
H -23.234 -21.942 2.474
*
```

Calculated values
**Structure (SMILES)**: CC1(C)CCCC(C)(C)N1O.CC1(C)CCCC(C)(C)N1O.CC1(C)CCCC(C)(C)N1O.COC[C@H](C)N.COC[C@H](C)N.OCCO.OCCO.OCCO.OCCO.OCCO
**Total energy**: -86580.5407 eV
**E_HOMO**: -0.2876 Eh

Löwdin atomic charge list, values in e, 6 entries: 0.00, -0.43, -0.03, -0.14, -0.15, -0.15

***

A 13-piece molecular cluster, C25H80N22O13 overall. Source: OMol25; level of theory: the ωB97M-V functional and the def2-TZVPD basis.

```
! wB97M-V def2-TZVPD RIJCOSX def2/J DEFGRID3
* xyz 1 2
C 3.106 -4.628 1.638
C 1.637 -4.305 1.213
C 0.584 -4.926 2.199
O 0.567 -6.341 2.163
C -0.613 -6.889 2.848
N 1.577 -2.837 1.255
H 3.338 -4.280 2.645
H 3.765 -4.264 0.849
H 3.108 -5.713 1.738
H 1.430 -4.608 0.187
H -0.444 -4.616 2.015
H 0.764 -4.609 3.226
H -0.935 -6.451 3.793
H -0.408 -7.947 3.012
H -1.438 -6.766 2.147
H 0.725 -2.507 1.685
H 2.251 -2.435 1.891
C -1.561 7.863 -0.200
C -1.885 6.760 -1.191
C -2.468 5.411 -0.581
O -2.408 4.464 -1.670
C -2.351 3.185 -1.132
N -2.721 7.187 -2.337
H -0.509 8.150 -0.201
H -1.664 7.468 0.810
H -2.226 8.727 -0.213
H -0.999 6.440 -1.739
H -3.489 5.569 -0.233
H -1.865 5.202 0.303
H -2.275 2.526 -1.996
H -3.243 2.801 -0.637
H -1.434 2.967 -0.584
H -3.415 7.740 -1.854
H -3.162 6.333 -2.649
C -0.185 -4.306 -2.941
C -1.383 -5.070 -3.513
C -1.616 -4.639 -5.014
O -2.287 -3.403 -4.980
C -2.434 -2.843 -6.283
N -1.182 -6.517 -3.414
H -0.252 -3.218 -2.962
H 0.754 -4.334 -3.493
H 0.089 -4.676 -1.953
H -2.226 -4.825 -2.867
H -2.271 -5.281 -5.603
H -0.683 -4.616 -5.578
H -1.470 -2.406 -6.542
H -3.106 -1.986 -6.336
H -2.568 -3.490 -7.150
H -0.735 -6.775 -2.546
H -0.415 -6.596 -4.067
C 1.815 4.552 1.272
C 3.094 4.231 0.532
C 4.371 4.353 1.484
O 4.445 3.321 2.443
C 5.004 3.844 3.687
N 3.006 2.905 -0.098
H 1.944 5.570 1.641
H 1.750 3.827 2.083
H 0.997 4.542 0.551
H 3.272 4.830 -0.361
H 4.229 5.322 1.960
H 5.259 4.311 0.853
H 4.243 4.487 4.130
H 5.872 4.487 3.542
H 5.284 3.003 4.321
H 3.056 2.253 0.672
H 3.839 2.685 -0.624
C -3.866 2.242 2.610
O -4.616 1.933 1.735
N -4.116 3.125 3.564
N -2.675 1.863 2.583
H -5.041 3.531 3.554
H -3.372 3.392 4.192
H -2.017 2.112 3.307
H -2.308 1.395 1.767
C 0.094 1.952 4.801
O 0.015 2.240 6.001
N -0.580 1.060 4.216
N 0.944 2.469 4.013
H -1.244 0.505 4.738
H -0.329 0.674 3.318
H 0.829 2.342 3.017
H 1.565 3.206 4.315
C -4.081 -1.453 0.545
O -3.756 -2.618 0.224
N -3.467 -0.307 0.215
N -5.181 -1.120 1.183
H -3.666 0.596 0.622
H -2.610 -0.393 -0.312
H -5.295 -0.135 1.375
H -5.760 -1.867 1.541
C 1.819 -1.155 -5.370
O 2.259 -2.215 -5.820
N 2.623 -0.134 -5.259
N 0.583 -0.886 -5.025
H 2.463 0.851 -5.103
H 3.437 -0.240 -5.847
H -0.107 -1.621 -4.965
H 0.286 0.019 -4.689
C 3.421 -2.337 -2.039
O 3.759 -2.763 -3.094
N 4.141 -2.503 -0.950
N 2.269 -1.855 -1.880
H 5.006 -3.011 -1.073
H 3.658 -2.259 -0.097
H 1.710 -1.651 -2.697
H 1.876 -1.854 -0.950
C 0.339 0.507 0.109
O 0.556 0.924 1.205
N 0.814 1.125 -0.903
N -0.310 -0.570 -0.187
H 1.439 1.900 -0.734
H 0.560 0.836 -1.836
H -0.648 -1.211 0.517
H -0.473 -0.856 -1.141
C -1.487 -2.155 3.061
O -1.179 -1.787 1.978
N -2.507 -2.855 3.336
N -0.815 -2.014 4.090
H -2.807 -3.149 4.254
H -3.071 -3.072 2.527
H -1.313 -2.384 4.886
H 0.134 -1.671 4.050
C -2.219 0.240 -3.522
O -1.281 -0.114 -2.844
N -2.270 1.429 -4.137
N -3.252 -0.485 -3.761
H -3.089 1.708 -4.659
H -1.433 1.992 -4.095
H -3.575 -1.285 -3.235
H -3.823 0.016 -4.426
C 3.624 -0.144 3.296
O 2.830 -1.106 3.380
N 3.508 0.829 2.485
N 4.798 -0.163 3.892
H 4.214 1.546 2.577
H 2.824 0.957 1.753
H 5.467 0.584 4.005
H 4.922 -0.907 4.564
*
```

Calculated values
**Total energy**: -86616.1801 eV
**⟨S²⟩**: 0.756
**E_HOMO (alpha / beta)**: -0.3971 / -0.3971 Eh

Löwdin atomic charge list, values in e, 6 entries: -0.04, -0.36, -0.20, -0.19, -0.07, 0.05

***

An isolated ion of composition C5H11IN3 and charge +1. Source: OMol25; level of theory: the ωB97M-V functional and the def2-TZVPD basis.

```
! wB97M-V def2-TZVPD RIJCOSX def2/J DEFGRID3
* xyz 1 1
C 1.967 0.789 0.613
C -2.692 -0.390 -1.193
C 0.319 -0.006 2.346
C 3.507 0.834 0.557
C -2.821 -1.166 -2.470
N 1.071 1.453 0.102
N -2.685 -0.958 -0.096
N 1.516 0.114 1.791
I -1.437 0.602 1.581
H -2.675 0.720 -1.163
H 0.282 -0.461 3.276
H 3.811 1.841 0.857
H 3.790 0.827 -0.546
H 3.871 0.032 1.285
H -3.742 -0.924 -2.972
H -2.829 -2.185 -2.165
H -2.050 -0.845 -3.139
H 1.296 2.109 -0.725
H -2.820 -1.946 -0.259
H 2.323 -0.440 2.319
*
```

Calculated values
**Total energy**: -17924.8650 eV
**E_HOMO (alpha / beta)**: -0.4594 / -0.4594 Eh

Löwdin atomic charge list, values in e, 6 entries: -0.46, -0.35, -0.54, 0.01, -0.04, 0.10